(1)
The following is a DFT calculation (ωB97M-V with the def2-TZVPD basis set) of a cluster of 2 separate species, C21H30N4O6S in total at a distorted geometry.

## Properties
- Strongest force on any atom: 1.58 eV/A
- Charge: 0
- E_tot: -51342.4310 eV
- ΔE to the lowest compared entry with this formula, charge and spin: 3.968 eV

Each line ends with the natural charge from an NBO analysis.
Atoms and positions in Å:
H (-1.06250, 1.79897, 1.98516)  0.3250
N (-1.68966, 2.55439, 1.71550)  -0.5966
C (-2.02674, 2.46535, 0.49859)  0.3235
C (-2.92510, 3.52661, -0.07492)  -0.6681
C (-1.64322, 1.35602, -0.46904)  -0.5133
C (-0.22046, 0.76479, -0.32531)  0.2521
C (-0.31734, -0.50015, 0.52884)  -0.4364
C (0.96359, -1.28631, 0.84614)  -0.3953
C (1.80608, -0.69589, 1.97670)  -0.4356
C (1.19416, -0.94246, 3.37054)  -0.5210
S (2.40309, -1.46885, 4.61171)  0.2768
C (3.44165, -0.07581, 4.56154)  0.2467
N (3.30484, 0.98099, 5.31146)  -0.2698
N (4.32930, 1.84641, 4.95707)  -0.2840
C (4.99264, 1.23983, 4.01912)  0.2908
O (4.50072, 0.02545, 3.71186)  -0.4107
O (0.68251, 1.71564, 0.24465)  -0.5158
C (1.89517, 1.57175, -0.32467)  0.9743
O (2.85533, 2.16741, -0.01912)  -0.5539
O (1.85504, 0.63151, -1.29492)  -0.5523
C (0.45751, 0.52404, -1.69909)  0.5955
C (0.21288, 1.65254, -2.69948)  -0.6176
C (1.32281, 1.89481, -3.69948)  0.4340
O (1.14088, 2.59967, -4.64538)  -0.5047
O (0.11803, -0.72425, -2.13976)  -0.5382
C (0.53029, -1.13869, -3.44663)  -0.0709
C (2.03491, -1.40616, -3.60098)  -0.4454
C (2.28911, -2.80434, -4.16580)  -0.6008
H (-3.54812, 3.10136, -0.86138)  0.2054
H (-2.33839, 4.34311, -0.48806)  0.2325
H (-3.58812, 3.89674, 0.69937)  0.2415
H (-1.82529, 1.72429, -1.47234)  0.2224
H (-2.35796, 0.54809, -0.31471)  0.2507
H (-1.01918, -1.17116, 0.04506)  0.2238
H (-0.77478, -0.23475, 1.48354)  0.2186
H (0.65647, -2.28335, 1.17044)  0.2017
H (1.56704, -1.44315, -0.04100)  0.2221
H (2.81945, -1.08611, 1.94321)  0.2259
H (1.90499, 0.38174, 1.86489)  0.2154
H (0.66775, -0.06462, 3.73248)  0.2284
H (0.48133, -1.76308, 3.31380)  0.2200
H (5.85327, 1.64396, 3.51884)  0.2084
H (0.09113, 2.59273, -2.16357)  0.2635
H (-0.67651, 1.46236, -3.29302)  0.2532
H (2.30482, 1.43668, -3.53816)  0.1362
H (0.00838, -2.07994, -3.59832)  0.1985
H (0.15531, -0.45553, -4.20937)  0.1773
H (2.46455, -0.68511, -4.29067)  0.2063
H (2.50915, -1.33842, -2.62735)  0.2286
H (2.03804, -3.57424, -3.44111)  0.2059
H (3.34780, -2.91370, -4.39463)  0.2172
H (1.74308, -2.95651, -5.09372)  0.2032
C (-5.45608, -1.03482, 1.26483)  -0.2879
C (-4.87470, -1.72954, 2.36066)  -0.3017
C (-3.78900, -2.41192, 1.88273)  -0.0794
N (-3.69246, -2.15615, 0.54143)  -0.5139
C (-4.70485, -1.31809, 0.15643)  -0.0918
H (-6.32580, -0.40057, 1.28961)  0.2233
H (-5.21538, -1.72650, 3.38196)  0.2259
H (-3.07994, -3.05176, 2.37932)  0.2109
H (-2.98951, -2.52862, -0.06895)  0.4089
H (-4.80203, -0.99671, -0.86654)  0.2104

---

(2)
The following is a DFT calculation (ωB97M-V with the def2-TZVPD basis set) of a cluster of 3 separate species, C21H31BrF3NO10 in total at a distorted geometry.

## Properties
- Strongest force on any atom: 5.11 eV/A
- Charge: 0
- E_tot: -122439.4947 eV

Each line ends with the natural charge from an NBO analysis.
Atoms and positions in Å:
C (0.38883, 3.95110, 2.85857)  -0.6026
C (0.38797, 2.85215, 1.79269)  -0.4341
C (0.94626, 3.40556, 0.48299)  0.0458
O (-0.01744, 3.45101, -0.58905)  -0.4985
C (0.70276, 3.82394, -1.68764)  0.8016
O (0.18820, 4.21907, -2.63124)  -0.5080
C (2.24650, 3.59160, -1.43022)  -0.1972
C (3.05431, 4.83860, -1.05669)  -0.2393
N (4.50493, 4.61958, -1.17836)  -0.8339
C (2.78003, 3.02656, -2.78707)  -0.5429
C (3.15694, 4.07878, -3.80069)  0.8851
O (2.48112, 4.83099, -4.31310)  -0.4929
F (4.46076, 4.03583, -4.13232)  -0.3454
C (2.09210, 2.62491, -0.22538)  0.3109
Br (3.51103, 2.53187, 1.15861)  -0.0330
O (1.53015, 1.39986, -0.44991)  -0.5550
C (2.40361, 0.43437, -1.07699)  -0.0624
C (2.60678, -0.80922, -0.24014)  -0.2306
C (3.88442, -1.49326, -0.81000)  -0.6152
C (1.43391, -1.80970, -0.34444)  -0.2237
C (1.60870, -3.01120, 0.62228)  -0.6113
C (1.28019, -2.39210, -1.76100)  -0.6126
H (0.00490, 3.55053, 3.79465)  0.2164
H (1.37694, 4.38903, 2.99604)  0.2054
H (-0.28409, 4.76531, 2.58386)  0.2055
H (-0.65826, 2.60901, 1.60114)  0.2298
H (0.88557, 1.95092, 2.13579)  0.2278
H (1.13194, 4.46478, 0.66155)  0.1911
H (2.85320, 5.18510, -0.04273)  0.1999
H (2.78443, 5.66072, -1.72445)  0.2133
H (4.98194, 5.00768, -0.37663)  0.3706
H (4.73713, 3.63364, -1.17797)  0.3556
H (3.62867, 2.36711, -2.62546)  0.2351
H (1.97530, 2.44409, -3.22972)  0.2580
H (1.98020, 0.19240, -2.05157)  0.1943
H (3.37816, 0.90297, -1.22464)  0.1788
H (2.76837, -0.60334, 0.81838)  0.2208
H (4.75885, -0.96994, -0.42466)  0.2148
H (3.85575, -1.34100, -1.89210)  0.1990
H (3.90528, -2.56018, -0.62476)  0.2189
H (0.47668, -1.35020, -0.08265)  0.2098
H (0.98758, -2.93833, 1.50935)  0.2325
H (1.46045, -3.94903, 0.09469)  0.2039
H (2.64335, -3.03574, 0.97764)  0.1957
H (1.32744, -1.64020, -2.55377)  0.1941
H (0.32763, -2.90320, -1.88061)  0.2208
H (2.07855, -3.10469, -1.96865)  0.1989
O (-1.33244, -3.14677, 2.52382)  -0.5560
C (-1.87775, -3.63294, 1.59122)  0.9690
O (-3.14198, -4.13064, 1.61232)  -0.4844
C (-3.48088, -4.49674, 0.27260)  -0.1348
C (-2.12733, -4.70299, -0.35198)  0.4452
F (-2.13096, -4.37608, -1.66746)  -0.3248
O (-1.31699, -3.77417, 0.34976)  -0.4963
H (-4.03537, -3.68337, -0.19789)  0.2082
H (-4.09321, -5.39560, 0.25538)  0.2202
H (-1.71945, -5.70813, -0.23007)  0.1570
O (-7.27919, -5.29348, 1.26179)  -0.5549
C (-7.34459, -4.18046, 1.66063)  0.9658
O (-6.87796, -3.09303, 0.98417)  -0.4896
C (-7.26319, -1.93485, 1.73283)  -0.1312
C (-7.44956, -2.49730, 3.11823)  0.4426
F (-8.41782, -1.83726, 3.79770)  -0.3224
O (-7.88633, -3.81866, 2.85915)  -0.4858
H (-8.19030, -1.53028, 1.32417)  0.2064
H (-6.49270, -1.16849, 1.68880)  0.2106
H (-6.54004, -2.52650, 3.72119)  0.1593